(1)
94
Properties=species:S:1:pos:R:3:lowdin_spin:R:1 method="wB97M-V/def2-TZVPD" e_tot_ev=-73587.6279 total_charge=+2 multiplicity=3
Pd -1.7451 -0.0475 -0.5829 0.816
C -3.3128 0.3680 -1.7855 -0.050
N -2.7108 -1.6514 0.2300 0.786
C -3.5182 -1.4469 1.3974 0.098
C -3.2263 -0.0830 1.9440 0.004
N -2.6497 0.8297 1.2105 0.102
C -2.4884 1.9493 2.0234 0.010
C -1.9046 3.1860 1.7553 0.001
C -1.8644 4.0952 2.7909 0.000
C -2.3944 3.7900 4.0589 0.000
C -2.9768 2.5702 4.3312 0.001
C -3.0062 1.6559 3.2825 0.005
N -3.4684 0.3441 3.1983 0.002
C -2.6097 1.5492 -2.3311 -0.007
N -1.5197 1.8209 -1.6693 0.045
C -0.9257 2.9151 -2.2949 0.007
C 0.2325 3.6283 -1.9986 0.000
C 0.5337 4.7037 -2.8083 0.000
C -0.2934 5.0675 -3.8848 0.000
C -1.4472 4.3717 -4.1809 0.001
C -1.7448 3.2874 -3.3631 0.002
N -2.8153 2.3872 -3.3658 -0.001
H -4.1845 0.6099 -1.1822 -0.003
H -3.5256 -0.4209 -2.5039 -0.002
H -2.9726 -2.4875 -0.2904 0.020
H -3.3351 -2.2378 2.1359 0.029
H -4.5750 -1.5448 1.1119 0.030
H -1.5073 3.4100 0.7737 0.000
H -1.4222 5.0694 2.6300 0.000
H -2.3469 4.5355 4.8412 0.000
H -3.3873 2.3451 5.3066 0.000
H -3.9274 -0.1727 3.9306 0.000
H 0.8644 3.3502 -1.1660 0.000
H 1.4232 5.2865 -2.6101 0.000
H -0.0201 5.9182 -4.4939 0.000
H -2.0841 4.6579 -5.0068 0.000
H -3.6006 2.3903 -3.9948 0.000
O -0.1264 -0.4528 0.7155 0.011
P 1.2987 -0.7797 1.0665 0.001
N 1.7337 0.1316 2.3519 0.001
C 0.7574 0.5844 3.3683 0.000
C 1.6063 1.3999 4.3440 0.000
C 2.7254 1.9477 3.4606 0.000
C 3.0491 0.7603 2.5616 0.000
N 1.3824 -2.3874 1.3953 0.002
C 2.5776 -3.0092 2.0057 0.000
C 2.0075 -4.0221 2.9932 0.000
C 0.6951 -4.4392 2.3329 0.001
C 0.1601 -3.1217 1.7827 0.005
N 2.3458 -0.4766 -0.1476 0.000
C 3.6844 -1.0691 -0.3542 0.000
C 4.3966 -0.0454 -1.2346 0.000
C 3.2587 0.5835 -2.0357 0.000
C 2.1397 0.7060 -1.0085 0.000
H 0.2610 -0.2584 3.8568 0.000
H -0.0073 1.2043 2.9011 0.000
H 2.0252 0.7542 5.1179 0.000
H 1.0240 2.1818 4.8297 0.000
H 3.5917 2.2909 4.0225 0.000
H 2.3521 2.7788 2.8573 0.000
H 3.7406 0.0787 3.0667 0.000
H 3.4965 1.0578 1.6129 0.000
H 3.2081 -2.2676 2.4994 0.000
H 3.1779 -3.5059 1.2402 0.000
H 1.8053 -3.5426 3.9533 0.000
H 2.6877 -4.8540 3.1653 0.000
H -0.0021 -4.9049 3.0277 0.000
H 0.8882 -5.1431 1.5204 0.000
H -0.4034 -2.5886 2.5584 0.000
H -0.4971 -3.2519 0.9191 0.004
H 3.5998 -2.0329 -0.8640 0.000
H 4.2101 -1.2342 0.5858 0.000
H 5.1587 -0.5088 -1.8581 0.000
H 4.8817 0.7134 -0.6164 0.000
H 2.9513 -0.0815 -2.8462 0.000
H 3.5250 1.5466 -2.4688 0.000
H 1.1488 0.6833 -1.4590 0.000
H 2.2404 1.6339 -0.4310 0.000
C 1.4741 -3.3167 -2.0534 0.000
C 0.7008 -2.9824 -3.3165 0.005
S -0.9201 -2.3452 -2.9178 0.005
O -0.6410 -0.9936 -2.2529 0.069
C -1.5143 -1.9838 -4.5871 0.001
C -2.6929 -2.8676 -4.9725 0.000
H 2.4731 -3.6594 -2.3224 0.000
H 0.9869 -4.1128 -1.4879 0.000
H 1.5689 -2.4425 -1.4095 0.000
H 0.5215 -3.8576 -3.9462 0.001
H 1.1845 -2.2030 -3.9093 0.000
H -0.6791 -2.0938 -5.2778 0.000
H -1.7757 -0.9256 -4.5345 0.000
H -2.4073 -3.9185 -5.0243 0.000
H -3.0639 -2.5796 -5.9550 0.000
H -3.5148 -2.7773 -4.2606 0.000

(2)
97
Properties=species:S:1:pos:R:3:lowdin_charge:R:1 method="wB97M-V/def2-TZVPD" e_tot_ev=-88417.2149 total_charge=-1 multiplicity=1
C 0.2953 3.2666 3.3358 0.120
C 0.4590 2.0707 3.3447 -0.119
C 0.7786 0.5870 3.4156 -0.125
C -0.5850 -0.1400 3.6590 -0.200
C -1.4434 -0.0646 2.3076 -0.248
C -2.7370 0.7865 2.4627 -0.210
C -2.9850 1.7064 1.2028 -0.406
S -4.5863 1.3390 0.3591 0.953
C -4.0188 0.6242 -1.1745 -0.681
N -4.2239 -0.5284 -1.7215 0.074
N -3.4723 -0.4744 -2.8764 0.049
C -2.8683 0.6483 -2.9623 -0.153
O -3.1875 1.4359 -1.8779 -0.003
C -1.6252 -1.4769 1.5954 -0.348
P -3.1513 -2.4291 2.1186 0.600
O -4.4036 -1.6875 1.3211 -0.360
Cl -3.1320 -4.3604 1.3416 0.290
C -0.2664 -2.2281 1.8496 -0.264
C -0.0102 -3.4449 0.9153 -0.182
C -0.4587 -3.2320 -0.5483 -0.194
C 0.5600 -2.3268 -1.3172 -0.155
C 0.0940 -0.8458 -1.2921 -0.187
C 1.2273 0.0343 -1.9535 -0.167
C 2.3059 0.4829 -0.9355 -0.200
C 3.0267 1.7934 -1.4065 -0.190
C 2.3617 3.0915 -0.8179 -0.212
C 1.6513 3.8851 -1.9753 -0.203
C 0.7024 4.9714 -1.3410 -0.168
C 0.7097 6.2488 -2.2533 -0.229
O -0.6233 6.6924 -2.5165 -0.220
C -1.1748 5.9405 -3.6005 -0.109
N -0.2141 -2.6618 3.2728 0.147
C -0.4813 -1.5639 4.2757 -0.406
N -1.7487 -1.7927 4.9868 0.104
C 0.6295 -1.7063 5.3883 -0.185
N 0.5554 -0.7285 6.4550 -0.102
C -0.1940 -1.1579 7.6503 -0.120
H 0.3771 4.3235 3.5518 0.044
H 1.5141 0.4879 4.2302 0.117
H 1.2015 0.3463 2.4204 0.107
H -1.1296 0.4683 4.4084 0.136
H -0.7922 0.5048 1.6091 0.117
H -2.5358 1.5051 3.2893 0.107
H -3.6430 0.2387 2.7678 0.077
H -2.1740 1.5028 0.4771 0.077
H -2.9159 2.7777 1.4488 0.082
H -2.1826 1.0192 -3.7234 0.151
H -1.7495 -1.2419 0.5179 0.098
H -5.0815 -1.5394 1.9964 0.047
H 0.5129 -1.4806 1.5988 0.149
H 1.0920 -3.6043 0.8918 0.127
H -0.4171 -4.3611 1.3971 0.076
H -1.5102 -2.8965 -0.6574 0.091
H -0.4365 -4.2317 -1.0335 0.127
H 1.5192 -2.3750 -0.7559 0.116
H 0.7438 -2.7078 -2.3362 0.132
H -0.0464 -0.4376 -0.2691 0.073
H -0.8071 -0.7752 -1.9338 0.097
H 1.7196 -0.5580 -2.7543 0.109
H 0.7138 0.9261 -2.3660 0.096
H 3.1051 -0.2839 -0.8604 0.114
H 1.9270 0.6582 0.0982 0.077
H 4.0843 1.7964 -1.0683 0.102
H 3.0456 1.8364 -2.5119 0.120
H 1.6554 2.8609 0.0086 0.090
H 3.1191 3.7902 -0.4016 0.104
H 2.4158 4.3397 -2.6337 0.113
H 1.0650 3.1262 -2.5329 0.099
H -0.3167 4.5477 -1.2566 0.107
H 1.0510 5.2140 -0.3168 0.099
H 1.2575 7.0787 -1.7620 0.121
H 1.2362 6.0318 -3.2038 0.108
H -0.9912 4.8548 -3.4738 0.082
H -2.2502 6.1834 -3.6493 0.091
H -0.6540 6.2446 -4.5356 0.093
H 0.7442 -3.0027 3.4390 0.181
H -0.8155 -3.4877 3.3671 0.157
H -2.0009 -2.7755 4.9977 0.085
H -2.4839 -1.2260 4.5780 0.057
H 1.6502 -1.6765 4.9437 0.122
H 0.4750 -2.7157 5.8280 0.127
H 0.2980 0.1972 6.1398 0.096
H 0.1697 -0.5459 8.5006 0.079
H -0.1289 -2.2375 7.8402 0.080
H -1.2582 -0.8581 7.5215 0.069
C 2.2620 -2.3217 -7.0306 -0.039
C 2.4932 -1.9672 -5.7177 -0.448
C 2.9633 -3.1298 -4.8222 -0.414
O 3.2808 -2.9503 -3.6332 -0.085
C 3.0214 -4.4481 -5.3794 -0.046
C 2.7766 -4.8176 -6.6988 -0.440
C 2.4089 -3.6347 -7.6264 -0.389
O 2.2314 -3.7647 -8.8404 -0.032
O 2.8269 -5.9643 -7.1873 -0.066
O 2.3652 -0.8240 -5.1894 -0.120
H 1.9368 -1.5599 -7.7341 0.083
H 3.2952 -5.2152 -4.6592 0.080

(3)
93
Properties=species:S:1:pos:R:3:lowdin_charge:R:1 method="wB97M-V/def2-TZVPD" e_tot_ev=-63239.8922 smiles="CCOCc1ccc2c(c1)C(=O)c1cc(C[C@H](C)F)cc(CC(=O)I)c1C2=O.CCO.CCO.CCO.CCO.CCO" multiplicity=1
C -3.5798 -7.7160 -6.9020 -0.069
C -2.0736 -7.8006 -6.7648 -0.262
O -1.6609 -6.8504 -5.7907 -0.148
C -0.5950 -7.2428 -4.9440 -0.166
C -0.8670 -6.6595 -3.5826 -0.172
C -1.8186 -7.2715 -2.7602 0.012
C -2.1000 -6.7469 -1.5066 0.022
C -1.4503 -5.5947 -1.0699 -0.067
C -0.5249 -4.9784 -1.9036 -0.076
C -0.2134 -5.5148 -3.1530 0.049
C 0.1325 -3.7339 -1.4633 -0.307
O 1.0730 -3.2622 -2.0522 0.111
C -0.4190 -3.0660 -0.2512 -0.067
C -0.0056 -1.7605 -0.0187 0.042
C -0.4553 -1.0403 1.0881 -0.156
C 0.0391 0.3768 1.2505 -0.079
C -0.5645 1.2002 2.3851 -0.381
C 0.0510 0.9316 3.7518 -0.021
F -1.9479 1.0666 2.4325 -0.019
C -1.3160 -1.6823 1.9676 0.047
C -1.7390 -2.9994 1.7700 -0.114
C -2.6516 -3.5680 2.8307 -0.132
C -1.8752 -4.0441 4.0496 -0.827
O -1.6473 -3.3108 4.9436 0.010
I -1.1266 -6.0519 4.1981 0.838
C -1.3052 -3.7060 0.6332 -0.018
C -1.7658 -5.0750 0.2929 -0.272
O -2.4058 -5.7733 1.0391 0.054
H -3.8819 -6.6925 -7.1067 0.074
H -4.0666 -8.0151 -5.9779 0.074
H -3.9121 -8.3575 -7.7143 0.076
H -1.7964 -8.8146 -6.4815 0.112
H -1.6326 -7.5367 -7.7270 0.119
H -0.5084 -8.3259 -4.8640 0.124
H 0.3463 -6.8375 -5.3238 0.128
H -2.3352 -8.1484 -3.1168 0.121
H -2.8259 -7.2378 -0.8801 0.120
H 0.5188 -5.0422 -3.7871 0.126
H 0.6730 -1.2931 -0.7153 0.130
H -0.1256 0.9198 0.3236 0.128
H 1.1125 0.3348 1.4200 0.126
H -0.3568 2.2415 2.1537 0.107
H -0.1398 1.7849 4.3954 0.078
H -0.3048 0.0123 4.2044 0.075
H 1.1273 0.9041 3.6080 0.081
H -1.6800 -1.1647 2.8395 0.113
H -3.2588 -2.7523 3.2133 0.126
H -3.3253 -4.3242 2.4529 0.105
C 2.8974 -3.4780 2.4417 -0.085
C 3.5233 -4.6638 1.7285 -0.315
O 2.6045 -5.2751 0.8292 -0.082
H 2.0066 -3.7919 2.9880 0.069
H 3.5989 -3.0254 3.1445 0.073
H 2.5893 -2.7151 1.7210 0.065
H 3.8120 -5.4316 2.4444 0.111
H 4.4203 -4.3527 1.1819 0.109
H 2.3529 -4.6087 0.1807 0.061
C 0.9912 5.7811 3.1373 -0.085
C 1.6114 4.6188 2.3866 -0.307
O 0.7058 4.0653 1.4300 -0.098
H 0.0815 5.4625 3.6482 0.080
H 1.6859 6.1827 3.8768 0.073
H 0.7167 6.5860 2.4531 0.060
H 1.8686 3.8097 3.0701 0.105
H 2.5263 4.9364 1.8764 0.110
H 0.4743 4.7621 0.8080 0.087
C 0.8326 10.8265 4.2423 -0.091
C 1.4236 9.6623 3.4668 -0.313
O 0.4980 9.1492 2.5135 -0.088
H -0.0787 10.5148 4.7532 0.076
H 1.5397 11.2055 4.9823 0.075
H 0.5655 11.6440 3.5684 0.065
H 1.6707 8.8448 4.1426 0.104
H 2.3383 9.9675 2.9471 0.097
H 0.2857 9.8609 1.9016 0.082
C 3.4212 13.4144 2.1924 -0.087
C 4.0081 12.2494 1.4172 -0.322
O 3.0725 11.7429 0.4651 -0.089
H 2.5090 13.1042 2.7033 0.059
H 4.1282 13.7920 2.9326 0.076
H 3.1564 14.2329 1.5191 0.074
H 4.2530 11.4294 2.0904 0.102
H 4.9238 12.5513 0.8989 0.108
H 2.8613 12.4621 -0.1377 0.078
C -1.5233 -2.3261 -5.2296 -0.082
C -2.9790 -2.7577 -5.2200 -0.318
O -3.1602 -4.0230 -5.8448 -0.087
H -1.1490 -2.2791 -6.2528 0.077
H -1.3993 -1.3464 -4.7649 0.074
H -0.9051 -3.0450 -4.6856 0.054
H -3.5919 -2.0483 -5.7745 0.109
H -3.3550 -2.7996 -4.1910 0.107
H -2.6277 -4.6718 -5.3689 0.053